{"formula": "C56H113N6O18", "method": "wB97M-V/def2-TZVPD", "symbols": ["C", "C", "C", "C", "C", "C", "N", "O", "C", "C", "C", "H", "H", "H", "H", "H", "H", "H", "H", "H", "H", "H", "H", "H", "H", "H", "H", "H", "H", "C", "C", "C", "C", "C", "C", "N", "O", "C", "C", "C", "H", "H", "H", "H", "H", "H", "H", "H", "H", "H", "H", "H", "H", "H", "H", "H", "H", "H", "C", "C", "C", "C", "C", "C", "N", "O", "C", "C", "C", "H", "H", "H", "H", "H", "H", "H", "H", "H", "H", "H", "H", "H", "H", "H", "H", "H", "H", "C", "C", "C", "N", "C", "C", "C", "C", "C", "H", "H", "H", "H", "H", "H", "H", "H", "H", "H", "H", "H", "H", "H", "H", "H", "H", "H", "C", "C", "C", "N", "C", "C", "C", "C", "C", "H", "H", "H", "H", "H", "H", "H", "H", "H", "H", "H", "H", "H", "H", "H", "H", "H", "H", "C", "C", "C", "N", "C", "C", "C", "C", "C", "H", "H", "H", "H", "H", "H", "H", "H", "H", "H", "H", "H", "H", "H", "H", "H", "H", "H", "O", "C", "O", "O", "H", "O", "C", "O", "O", "H", "O", "C", "O", "O", "H", "O", "C", "O", "O", "H", "O", "C", "O", "O", "H"], "positions_angstrom": [[-2.72136, -2.08615, -2.13614], [-1.33366, -2.19722, -1.38096], [-0.11852, -1.50768, -2.25944], [1.03073, -0.84558, -1.45390], [0.71278, -0.35849, -0.12313], [-0.75529, -0.16664, 0.26286], [-1.40872, -1.44064, -0.02609], [-2.32636, -1.97879, 0.91536], [-1.38021, 1.00298, -0.51662], [-0.73797, 0.09197, 1.77073], [-0.95426, -3.66494, -1.02201], [-2.57316, -2.48243, -3.14068], [-3.12180, -1.07281, -2.16593], [-3.44198, -2.82007, -1.77536], [-0.46387, -0.75921, -2.97262], [0.33164, -2.23081, -2.93954], [1.50646, -0.08641, -2.07475], [1.88468, -1.51200, -1.33241], [1.12635, 0.64766, -0.05449], [1.21853, -0.91806, 0.66374], [-1.36773, 1.85460, 0.16361], [-2.40487, 0.76697, -0.80380], [-0.79287, 1.37075, -1.35796], [-0.34242, -0.70489, 2.40054], [-1.74555, 0.27316, 2.14500], [-0.17317, 0.92725, 2.18474], [-1.45971, -4.19827, -0.21691], [0.02040, -3.51328, -0.55818], [-0.80276, -4.21970, -1.94796], [5.81779, 1.17823, -5.23997], [6.29956, 1.75740, -3.92284], [5.16929, 2.65068, -3.20568], [3.97615, 1.96867, -2.58231], [4.48331, 0.96249, -1.54415], [5.43196, -0.15466, -2.14945], [6.56629, 0.59734, -2.96391], [7.83438, 0.08111, -3.02344], [4.70827, -1.12916, -3.09248], [6.01496, -0.92392, -0.97039], [7.56365, 2.57793, -4.09229], [5.72409, 1.88706, -6.06269], [4.84808, 0.75475, -4.97836], [6.42412, 0.34685, -5.59952], [4.73197, 3.32018, -3.94638], [5.64356, 3.28761, -2.45903], [3.34155, 1.52020, -3.34669], [3.48718, 2.78767, -2.05480], [3.74381, 0.27407, -1.13511], [4.85789, 1.39417, -0.61601], [4.60910, -2.15022, -2.72411], [5.36196, -1.31912, -3.94379], [3.76336, -0.69036, -3.41297], [5.26686, -1.42028, -0.35227], [6.63952, -0.27502, -0.35642], [6.68623, -1.70403, -1.32942], [8.35297, 1.94108, -4.49168], [7.85445, 3.14581, -3.20852], [7.46289, 3.46828, -4.71295], [3.88658, 3.38870, 4.27515], [3.12818, 1.96420, 4.30558], [3.37531, 1.27477, 2.90005], [2.90333, -0.18013, 2.97648], [3.75265, -0.94132, 4.05037], [3.66117, -0.33913, 5.47968], [3.85340, 1.14836, 5.43389], [3.80130, 1.80015, 6.65802], [4.88297, -0.91470, 6.31864], [2.31846, -0.81314, 6.19204], [1.59605, 2.22803, 4.66251], [3.91914, 3.77076, 5.29548], [3.31145, 4.12652, 3.71575], [4.92253, 3.19113, 3.99973], [4.44746, 1.17529, 2.73065], [2.84797, 1.74974, 2.07276], [3.13517, -0.70510, 2.04979], [1.82564, -0.20657, 3.13767], [4.78159, -0.99620, 3.69489], [3.50294, -1.99962, 3.97468], [4.75122, -1.96913, 6.56137], [5.09255, -0.30364, 7.19658], [5.76315, -0.88484, 5.67638], [1.43837, -0.31079, 5.79055], [2.31709, -0.49942, 7.23592], [2.37999, -1.89982, 6.13347], [1.16977, 2.95082, 3.96685], [1.30612, 2.66928, 5.61609], [0.98194, 1.36754, 4.39693], [-5.96971, 7.12038, -5.08761], [-6.33906, 5.95546, -4.18289], [-4.92867, 5.50407, -3.73559], [-4.94299, 4.38822, -2.62166], [-5.60309, 4.77331, -1.27358], [-5.48890, 3.06451, -3.20826], [-4.34946, 2.46605, -4.01865], [-3.12430, 3.07892, -3.39427], [-3.54725, 3.92600, -2.34745], [-5.38105, 6.82111, -5.95481], [-5.47701, 7.85566, -4.45145], [-6.93718, 7.42032, -5.49027], [-6.80720, 5.10888, -4.68513], [-7.00689, 6.31377, -3.39949], [-4.30728, 6.17981, -3.14793], [-4.35761, 5.20773, -4.61547], [-5.81725, 3.88742, -0.67572], [-6.60714, 5.10072, -1.54340], [-5.00818, 5.46744, -0.67997], [-5.54225, 2.46706, -2.29814], [-6.43475, 3.21339, -3.72912], [-4.43941, 1.38760, -3.88844], [-4.56407, 2.69187, -5.06318], [-2.43724, 2.41499, -2.86965], [-2.67206, 3.51714, -4.28397], [-3.63244, 3.38497, -1.40504], [-2.88385, 4.75310, -2.09468], [-3.53474, 3.99050, 1.95960], [-2.67425, 5.23648, 2.10587], [-2.64923, 5.70106, 3.59523], [-1.54855, 6.67722, 4.07299], [-1.66969, 8.00170, 3.36359], [-0.13628, 6.07883, 3.73575], [0.81010, 6.30478, 4.83760], [-0.16103, 6.15594, 6.06656], [-1.51331, 6.80195, 5.63754], [-3.09401, 3.22880, 2.60277], [-3.55718, 3.65605, 0.92243], [-4.54799, 4.17117, 2.31845], [-3.13828, 6.00058, 1.48224], [-1.63258, 5.10910, 1.81129], [-2.46133, 4.87728, 4.28383], [-3.60229, 6.21273, 3.72922], [-1.68622, 7.78891, 2.29468], [-0.86040, 8.68052, 3.63263], [-2.63094, 8.46212, 3.59184], [0.37600, 6.58527, 2.91770], [-0.10769, 5.01275, 3.51047], [1.17005, 7.33355, 4.82442], [1.63679, 5.60900, 4.69417], [0.18570, 6.64929, 6.97457], [-0.27320, 5.14914, 6.46889], [-1.42223, 7.87292, 5.81865], [-2.36442, 6.29921, 6.09683], [1.25683, -6.38999, -2.15589], [0.25030, -7.40348, -1.41880], [-0.49141, -8.46526, -2.33853], [-1.52458, -9.12791, -1.36541], [-2.79826, -8.21536, -1.32405], [-0.92103, -9.69376, -0.02971], [-1.61012, -11.03853, 0.18373], [-1.46652, -11.57093, -1.17712], [-2.03307, -10.46663, -2.02530], [0.93003, -5.78797, -3.00375], [2.17113, -6.80543, -2.57963], [1.61413, -5.64181, -1.44831], [-0.43860, -6.78602, -0.84236], [0.80971, -7.98179, -0.68346], [0.17094, -9.26045, -2.68071], [-1.03109, -8.11696, -3.21917], [-3.28720, -8.30841, -2.29377], [-2.52973, -7.19547, -1.04870], [-3.43162, -8.75349, -0.61880], [-1.17842, -9.04308, 0.80603], [0.16142, -9.80033, -0.10072], [-2.62830, -10.87676, 0.53766], [-1.03335, -11.56504, 0.94414], [-2.02534, -12.48341, -1.38502], [-0.41550, -11.76574, -1.39047], [-3.12150, -10.51600, -1.99395], [-1.71391, -10.59774, -3.05925], [-1.54234, -4.32485, -4.89685], [-2.59318, -5.07914, -4.46737], [-2.20821, -5.95013, -3.69079], [-3.75415, -4.86007, -4.86682], [-1.10034, -5.14229, -4.65597], [1.53919, 2.88417, -0.50623], [1.18926, 3.90280, 0.24209], [1.58183, 4.11137, 1.40845], [0.37455, 4.60350, -0.27092], [0.90756, 3.29947, -1.09797], [-2.89741, -5.80045, 1.47165], [-2.87067, -7.03537, 1.96720], [-1.85074, -7.47237, 2.39816], [-3.89875, -7.71206, 1.78253], [-3.68183, -6.04176, 0.97360], [2.01199, -3.87629, 1.87271], [3.10334, -3.80514, 1.15475], [2.95248, -3.68879, -0.08582], [4.19518, -3.87950, 1.73469], [1.44355, -3.78559, 1.10442], [-4.55792, -0.09362, 1.03064], [-5.29730, 0.37693, -0.04295], [-6.06738, 1.28888, 0.27032], [-5.10975, -0.06609, -1.16283], [-4.98443, 0.53960, 1.61264]], "forces_ev_per_a": [[0.7, -0.5, 0.2], [0.4, 0.6, -0.7], [-0.5, -0.2, 0.7], [0.8, -1.5, -2.0], [0.3, 1.4, 1.5], [1.5, 0.1, 1.2], [-7.0, -3.6, 4.3], [6.3, 3.6, -6.1], [-0.5, 0.3, 0.0], [-1.3, 0.0, 1.4], [1.3, 1.1, 0.4], [0.6, 0.3, -0.3], [-0.1, -0.2, 0.2], [-0.1, 0.4, 0.7], [-0.8, 0.0, 0.4], [-0.4, -0.6, 0.3], [-0.5, 0.4, -0.2], [-0.2, -0.7, -0.1], [0.0, 0.2, 0.4], [-0.2, -0.3, 0.0], [-0.3, -0.1, 0.2], [-0.1, 0.2, 0.0], [0.1, -0.6, -0.2], [-0.1, -0.6, -0.5], [-0.2, -0.1, -0.2], [0.3, 0.5, -1.2], [-1.0, 0.3, -0.6], [0.7, -0.3, -0.2], [-0.4, -0.2, 0.1], [-0.9, -1.3, 0.3], [-0.6, 2.0, 1.4], [0.6, -0.2, -1.0], [1.0, -0.4, 1.0], [-0.2, -1.5, -0.7], [0.0, 1.0, 1.6], [7.0, -3.8, -1.2], [-8.3, 3.2, 1.0], [0.7, 0.4, -1.0], [1.6, 0.0, -0.5], [0.6, 0.4, 0.1], [0.0, 0.3, 0.5], [-0.3, 0.0, -0.7], [0.3, 0.1, 0.1], [0.6, 0.1, -0.4], [0.2, -0.1, 0.0], [-0.2, 0.0, 0.2], [-0.7, -0.4, -0.1], [-0.7, 0.3, -0.2], [0.6, 0.4, -0.4], [-0.3, 0.4, 0.8], [-0.3, 0.2, -0.4], [0.0, -0.3, -0.1], [-0.3, 0.3, -0.3], [-0.2, 0.1, 0.2], [0.0, -0.1, 0.0], [0.2, 0.4, 0.2], [0.3, -0.9, 0.7], [-0.7, -0.5, -0.8], [-1.0, -1.6, 1.2], [0.8, 1.9, 0.4], [-0.8, -1.1, 1.5], [1.0, -0.3, 0.7], [-0.9, 0.7, -0.6], [0.7, -1.1, 1.2], [-2.0, 2.1, 2.0], [0.3, -2.4, -3.9], [-0.5, 0.5, -1.0], [1.5, 1.2, -0.3], [0.4, -0.2, -1.5], [0.0, -0.2, 0.1], [0.4, -0.3, -0.7], [-0.1, 0.4, -0.5], [0.1, 0.7, -0.1], [0.2, 0.7, 0.2], [-0.3, 0.1, -0.4], [0.0, -0.3, 0.2], [0.3, 0.7, 0.1], [-0.5, -0.1, 0.8], [-0.3, 0.1, 0.2], [-0.3, -0.2, 0.0], [0.1, 0.2, 0.0], [-0.1, -0.6, -0.5], [0.3, -0.1, 0.1], [-0.7, 0.1, 0.0], [0.6, 0.3, -0.6], [0.7, -0.6, 0.4], [0.0, -0.4, 0.6], [-1.6, -0.4, -0.4], [2.1, -0.3, 0.3], [-0.8, -0.9, 2.8], [0.0, -0.7, -0.8], [-0.8, -0.5, -1.6], [0.1, 0.2, 1.5], [-2.1, -0.8, 0.2], [1.8, -1.9, -2.9], [-0.9, 2.8, 3.0], [0.3, 0.1, 0.2], [-0.1, 0.3, -0.6], [0.3, 0.9, -0.1], [-0.1, 0.2, -0.2], [0.3, -0.2, 0.2], [-0.4, 1.1, -0.7], [0.0, -0.6, 0.3], [0.6, -0.5, -0.2], [0.2, 0.7, 0.2], [0.0, 0.2, -0.5], [-0.9, -0.4, -0.1], [0.1, -0.1, 0.3], [0.1, 0.0, -0.1], [0.8, 0.0, -0.1], [0.2, -0.6, -0.9], [0.9, 0.6, 0.7], [-0.1, -0.3, 0.0], [-0.1, 0.3, -0.3], [0.6, 0.0, 0.6], [0.6, 0.8, 0.8], [0.2, 0.4, -0.2], [1.2, -0.7, -0.7], [-0.5, -0.4, 0.0], [0.4, 0.3, -1.6], [-1.4, 0.5, 2.2], [0.5, 0.0, 0.6], [1.5, -0.3, -1.0], [-0.2, -0.4, -0.2], [-0.1, -0.1, 0.2], [-0.1, 0.0, -0.2], [0.3, 0.4, 0.1], [-0.1, -0.3, -0.5], [-0.6, -0.3, -0.2], [0.0, -0.1, 0.8], [0.3, 0.1, 0.1], [0.0, -0.3, 0.0], [0.0, -0.1, 0.3], [-1.1, -0.1, -0.8], [-1.0, 0.0, -0.2], [0.3, 0.0, 0.1], [0.0, 0.0, 0.6], [0.2, 0.5, -0.2], [-0.2, -0.4, -0.7], [-0.6, -0.1, 0.2], [-0.1, 0.4, -0.3], [-0.1, -0.4, 0.3], [0.9, 0.5, -2.2], [0.1, 0.4, 2.3], [-0.5, -1.1, -2.0], [1.0, -1.6, 0.7], [-1.4, 1.2, 0.5], [1.1, 1.0, 1.0], [-0.6, -1.2, -1.0], [0.5, 0.0, -0.2], [-1.1, -0.3, 0.1], [0.0, -0.8, 0.4], [-0.1, -0.1, 0.3], [-0.3, -0.1, -0.3], [0.2, 0.2, -0.1], [0.2, 0.0, 0.3], [-0.2, 0.6, 0.4], [0.4, 0.5, -0.1], [-0.1, -0.2, -0.2], [-0.1, 0.6, 0.3], [0.3, 0.4, -0.3], [-0.2, 0.1, -0.4], [-0.1, -0.2, -0.1], [-0.2, -0.2, 0.0], [0.1, -0.1, 0.1], [0.0, 0.0, -0.1], [0.1, 0.3, 0.1], [0.0, 0.7, 0.0], [0.4, 0.8, -0.9], [-5.6, 1.6, -1.3], [1.0, -3.0, 2.4], [1.4, 0.3, 0.4], [3.2, 0.2, -0.1], [1.8, -2.7, -0.9], [1.7, 1.6, 7.0], [1.3, -1.4, 0.6], [-4.5, 3.5, -3.5], [-0.7, -1.0, -2.9], [-0.2, -0.5, 0.2], [-0.1, 2.4, -1.2], [2.2, -2.1, 1.8], [-0.7, -1.6, 0.6], [-1.3, 1.9, -1.4], [0.1, 0.1, 0.5], [-1.3, -0.1, -0.9], [1.6, 0.1, 0.6], [1.5, 0.1, -0.3], [-1.9, 0.0, 0.0], [0.4, -0.3, -0.1], [-0.2, 0.4, -0.9], [-1.0, 1.6, 0.7], [1.2, -1.0, -1.3], [0.2, 0.0, 1.4]], "mulliken_spin": [0.00, 0.00, 0.00, 0.01, 0.00, 0.00, 0.00, 0.00, 0.00, 0.00, 0.00, 0.00, 0.00, 0.00, 0.00, 0.00, 0.00, -0.01, 0.00, 0.00, 0.00, 0.00, 0.00, 0.00, 0.00, 0.00, 0.00, 0.01, 0.00, 0.00, 0.00, 0.00, 0.00, 0.00, 0.00, 0.00, 0.00, 0.00, 0.01, 0.00, 0.00, 0.00, 0.00, 0.00, 0.00, 0.00, 0.00, 0.00, 0.00, 0.00, 0.00, 0.00, -0.01, 0.00, 0.00, 0.00, 0.00, 0.00, -0.01, -0.02, -0.02, 0.02, -0.02, -0.02, -0.33, -0.59, -0.01, -0.02, -0.03, 0.00, 0.00, 0.01, 0.01, -0.01, 0.00, 0.00, 0.01, 0.00, 0.00, 0.00, 0.00, 0.00, 0.00, 0.00, 0.00, 0.02, 0.01, 0.00, 0.00, 0.00, 0.00, 0.00, 0.00, 0.00, 0.00, 0.00, 0.00, 0.00, 0.00, 0.00, 0.00, 0.00, 0.00, 0.00, 0.00, 0.00, 0.00, 0.00, 0.00, 0.00, 0.00, 0.00, 0.00, 0.00, 0.00, 0.00, 0.00, 0.00, 0.00, 0.00, 0.00, 0.00, 0.00, 0.00, 0.00, 0.00, 0.00, 0.00, 0.00, 0.00, 0.00, 0.00, 0.00, 0.00, 0.00, 0.00, 0.00, 0.00, 0.00, 0.00, 0.00, 0.00, 0.00, 0.00, 0.00, 0.00, 0.00, 0.00, 0.00, 0.00, 0.00, 0.00, 0.00, 0.00, 0.00, 0.00, 0.00, 0.00, 0.00, 0.00, 0.00, 0.00, 0.00, 0.00, 0.00, 0.00, 0.00, 0.00, 0.00, 0.00, 0.00, 0.00, 0.00, 0.00, 0.00, 0.00, 0.00, 0.00, 0.03, -0.07, 0.44, 0.60, 0.00, 0.01, -0.05, 0.33, 0.70, 0.01, 0.00, 0.00, 0.00, 0.00, 0.00], "max_force_ha_per_bohr": 0.184, "e_tot_ha": -3883.1877, "s_squared": 1.77, "total_charge": 2, "spin_multiplicity": 2}